ORCA calculation (ωB97M-V/def2-TZVPD) on a cluster of 6 separate species, C44H50N3O22 in total.

The LUMO energy comes out at -3.86 eV. The HOMO energy is -11.076 eV. The net charge is +1.

Last column: Löwdin charge in e.
Positions of all 119 atoms, in Å:
C 2.271 -1.729 3.535  -0.053
C 2.457 -1.616 2.020  -0.245
O 1.271 -1.076 1.429  -0.144
C 1.474 -0.399 0.216  -0.201
C 0.375 -0.804 -0.765  -0.074
N -0.967 -0.866 -0.169  0.017
C -1.698 -2.146 -0.290  -0.113
C -1.865 -2.600 -1.743  -0.168
C -2.968 -3.658 -1.888  -0.179
C -2.886 -4.808 -0.862  -0.157
C -3.978 -4.791 0.207  -0.221
O -3.442 -4.186 1.379  -0.210
C -4.412 -3.847 2.352  -0.103
C -1.486 0.138 0.471  -0.296
N -0.904 1.357 0.598  0.132
C -1.865 2.253 1.286  -0.083
C -3.179 1.521 1.000  -0.348
C -4.382 1.852 1.844  -0.032
N -2.746 0.094 1.088  0.120
H 2.920 -1.025 4.060  0.074
H 1.243 -1.490 3.804  0.074
H 2.522 -2.729 3.885  0.074
H 3.308 -0.965 1.798  0.117
H 2.645 -2.599 1.576  0.113
H 2.428 -0.664 -0.256  0.122
H 1.498 0.684 0.373  0.104
H 0.590 -1.802 -1.141  0.126
H 0.372 -0.123 -1.625  0.130
H -1.150 -2.878 0.304  0.136
H -2.673 -2.020 0.172  0.115
H -0.928 -3.015 -2.129  0.115
H -2.095 -1.732 -2.368  0.097
H -3.945 -3.170 -1.843  0.112
H -2.887 -4.079 -2.892  0.112
H -1.929 -4.793 -0.336  0.111
H -2.920 -5.764 -1.388  0.114
H -4.327 -5.803 0.434  0.128
H -4.835 -4.196 -0.133  0.118
H -5.426 -4.109 2.045  0.073
H -4.382 -2.768 2.547  0.079
H -4.212 -4.375 3.288  0.083
H -0.438 1.742 -0.215  0.122
H -1.806 3.251 0.857  0.135
H -1.652 2.247 2.358  0.132
H -3.359 1.681 -0.069  0.151
H -5.277 1.367 1.453  0.088
H -4.235 1.559 2.886  0.088
H -4.558 2.929 1.815  0.092
H -2.660 -0.227 2.050  0.156
C -1.737 1.003 -3.906  0.068
C -2.327 0.848 -5.102  -0.222
C -2.366 1.963 -6.127  -0.301
O -2.917 1.712 -7.178  0.132
C -1.749 3.233 -5.792  0.093
C -1.157 3.375 -4.600  -0.217
C -1.120 2.266 -3.582  -0.301
O -0.578 2.509 -2.512  0.072
O -0.550 4.491 -4.212  0.098
O -2.920 -0.263 -5.487  0.135
H -1.712 0.216 -3.167  0.101
H -1.778 4.025 -6.526  0.144
H -0.174 4.296 -3.331  0.114
H -3.255 -0.101 -6.393  0.131
C 4.703 4.993 -4.688  0.055
C 5.515 6.049 -4.822  -0.246
C 5.004 7.469 -4.771  -0.311
O 5.830 8.355 -4.880  0.115
C 3.582 7.689 -4.596  0.081
C 2.773 6.630 -4.462  -0.230
C 3.294 5.213 -4.474  -0.317
O 2.478 4.324 -4.273  0.077
O 1.461 6.728 -4.306  0.115
O 6.825 5.955 -4.984  0.125
H 5.066 3.975 -4.698  0.138
H 3.219 8.707 -4.580  0.138
H 1.105 5.822 -4.293  0.075
H 7.157 6.873 -5.049  0.123
C 3.686 4.450 -0.400  0.082
C 3.479 3.942 0.819  -0.232
C 4.452 4.141 1.958  -0.311
O 4.144 3.632 3.022  0.106
C 5.661 4.897 1.718  0.080
C 5.876 5.407 0.495  -0.227
C 4.893 5.221 -0.637  -0.290
O 5.170 5.723 -1.709  0.119
O 6.948 6.109 0.173  0.133
O 2.416 3.218 1.157  0.089
H 2.999 4.308 -1.224  0.129
H 6.356 5.026 2.535  0.140
H 6.853 6.360 -0.766  0.124
H 2.548 3.000 2.104  0.114
C 6.376 -2.760 0.538  0.076
C 5.362 -3.247 -0.183  -0.238
C 5.275 -4.698 -0.591  -0.312
O 4.284 -5.017 -1.227  0.100
C 6.339 -5.594 -0.205  0.077
C 7.364 -5.113 0.515  -0.230
C 7.442 -3.663 0.941  -0.307
O 8.403 -3.332 1.604  0.120
O 8.384 -5.848 0.918  0.130
O 4.328 -2.525 -0.608  0.078
H 6.446 -1.722 0.835  0.135
H 6.275 -6.629 -0.510  0.139
H 8.977 -5.255 1.421  0.126
H 3.771 -3.161 -1.104  0.113
C -9.355 -3.661 6.528  0.077
C -8.938 -4.030 5.309  -0.234
C -7.487 -4.325 5.007  -0.308
O -7.221 -4.656 3.863  0.087
C -6.514 -4.197 6.068  0.069
C -6.929 -3.827 7.289  -0.233
C -8.383 -3.541 7.595  -0.310
O -8.644 -3.222 8.738  0.115
O -6.124 -3.680 8.326  0.124
O -9.744 -4.169 4.267  0.120
H -10.391 -3.449 6.752  0.138
H -5.478 -4.408 5.844  0.129
H -6.693 -3.420 9.078  0.124
H -9.181 -4.461 3.523  0.118


ORCA calculation (ωB97M-V/def2-TZVPD) on a cluster of 6 separate species, C11H31N2O8S4 in total.

The LUMO energy comes out at 2.26 eV. The HOMO energy is -6.343 eV. The net charge is -1.

Last column: Löwdin charge in e.
Positions of all 56 atoms, in Å:
N 7.152 22.966 -10.903  -0.568
O 8.255 22.980 -10.291  -0.063
O 6.099 23.228 -10.305  -0.031
O 7.143 22.699 -12.131  -0.083
C 7.997 19.852 -13.663  -0.010
C 9.401 20.190 -13.205  -0.537
O 10.401 19.701 -13.739  -0.003
N 9.459 21.062 -12.168  0.008
C 10.693 21.394 -11.523  -0.087
H 7.423 19.576 -12.774  0.072
H 8.020 18.995 -14.326  0.080
H 7.559 20.720 -14.148  0.062
H 8.654 21.638 -11.949  0.064
H 10.831 22.476 -11.500  0.061
H 11.509 20.881 -12.022  0.075
H 10.700 21.072 -10.473  0.084
C 4.655 20.368 -9.101  -0.273
S 3.165 19.386 -8.955  0.808
O 2.252 19.874 -10.031  -0.572
C 3.857 17.863 -9.634  -0.272
H 4.404 21.429 -9.080  0.050
H 5.202 20.179 -10.022  0.045
H 5.288 20.176 -8.230  0.058
H 2.966 17.287 -9.892  0.045
H 4.484 17.331 -8.921  0.051
H 4.402 18.045 -10.559  0.051
C 4.456 21.145 -12.984  -0.253
S 4.352 21.372 -14.758  0.809
O 5.263 20.373 -15.379  -0.550
C 2.638 20.836 -14.997  -0.260
H 5.265 20.451 -12.763  0.037
H 3.567 20.715 -12.512  0.040
H 4.675 22.097 -12.497  0.034
H 2.071 21.769 -15.021  0.044
H 2.301 20.086 -14.291  0.047
H 2.559 20.439 -16.012  0.047
C 11.095 24.448 -9.368  -0.278
S 10.188 24.638 -7.842  0.804
O 11.027 25.499 -6.970  -0.578
C 8.929 25.685 -8.551  -0.273
H 10.455 23.931 -10.087  0.011
H 11.975 23.820 -9.227  0.054
H 11.429 25.434 -9.691  0.060
H 9.318 26.699 -8.637  0.057
H 8.063 25.675 -7.887  0.049
H 8.561 25.290 -9.498  0.032
C 7.595 25.659 -13.185  -0.265
S 6.968 25.981 -14.850  0.795
O 8.205 26.075 -15.666  -0.564
C 6.343 24.321 -15.102  -0.290
H 6.797 25.537 -12.457  0.054
H 8.275 26.476 -12.955  0.047
H 8.169 24.743 -13.298  0.040
H 7.165 23.629 -14.912  0.056
H 6.124 24.262 -16.169  0.050
H 5.486 24.079 -14.483  0.029


ORCA calculation (ωB97M-V/def2-TZVPD) on a structure of composition CHO2Sn.

The LUMO energy (alpha / beta) comes out at -12.94 / -13.29 eV. The HOMO energy (alpha / beta) is -21.815 / -23.265 eV. Its spin multiplicity is 2. The net charge is +2.

Last column: Löwdin spin population.
Positions of all 5 atoms, in Å:
O -1.663 0.003 -0.084  0.244
C -0.704 0.717 0.092  0.551
O 0.390 -0.045 0.138  0.130
Sn 2.247 0.322 -0.082  0.030
H -0.270 -0.996 -0.064  0.045


ORCA calculation (ωB97M-V/def2-TZVPD) on the molecule C4H7NO3.

The LUMO energy comes out at 0.70 eV. The HOMO energy is -7.967 eV. The net charge is 0.

Last column: Löwdin charge in e.
Positions of all 15 atoms, in Å:
C -1.890 -0.119 0.989  -0.010
C 1.396 0.622 -0.707  -0.456
C 0.323 -0.277 -0.149  -0.226
C -0.921 0.245 -0.095  -0.293
N 0.724 -1.470 0.450  0.078
O 2.619 0.145 -0.378  0.090
O -1.379 1.274 -0.900  0.048
O 1.249 1.682 -1.276  0.084
H 3.216 0.900 -0.557  0.139
H -0.717 1.457 -1.597  0.101
H 0.102 -2.233 0.185  0.099
H 1.688 -1.679 0.175  0.087
H -2.893 -0.303 0.601  0.084
H -1.574 -0.980 1.584  0.077
H -1.943 0.737 1.676  0.098